[1]
Molecular formula: C29H30Cl43N3O3S
Method: DFT, the ωB97M-V functional and the def2-TZVPD basis

CARTESIAN COORDINATES (ANGSTROEM)
N (-0.66, 5.88, 1.13)
C (-0.21, 4.77, 0.25)
C (-0.65, 3.37, 0.89)
O (0.49, 2.89, 1.62)
C (-1.14, 2.38, -0.24)
C (-1.03, 0.86, 0.14)
C (-1.27, 0.41, 1.52)
C (-1.15, -0.98, 1.95)
C (-0.80, -1.95, 0.95)
C (-0.57, -1.51, -0.46)
C (-0.69, -0.13, -0.91)
C (-0.46, 0.26, -2.40)
C (-1.38, -0.56, -3.42)
C (-0.49, -0.97, -4.65)
Cl (-1.11, -2.43, -5.55)
C (-0.20, -2.83, -1.20)
O (-0.35, -3.21, -2.31)
N (0.39, -3.67, -0.13)
N (1.47, -2.80, 0.34)
C (2.36, -3.48, 0.87)
S (3.72, -4.29, 1.11)
C (-0.56, -3.49, 1.01)
O (-1.00, -4.33, 1.71)
H (-1.19, 6.54, 0.57)
H (0.17, 6.33, 1.54)
H (-0.54, 4.87, -0.81)
H (0.91, 4.80, 0.25)
H (-1.51, 3.62, 1.58)
H (0.42, 3.27, 2.51)
H (-2.19, 2.65, -0.54)
H (-0.48, 2.57, -1.13)
H (-1.55, 1.19, 2.26)
H (-1.32, -1.34, 2.99)
H (-0.80, 1.32, -2.53)
H (0.62, 0.25, -2.70)
H (-2.19, 0.10, -3.82)
H (-1.89, -1.42, -2.93)
H (-0.48, -0.13, -5.38)
H (0.57, -1.16, -4.36)
C (-4.72, -3.79, -2.66)
Cl (-4.91, -4.25, -4.35)
Cl (-3.04, -3.33, -2.33)
Cl (-5.81, -2.46, -2.25)
H (-4.97, -4.64, -2.04)
C (0.60, -7.35, -1.69)
Cl (-0.08, -6.59, -0.25)
Cl (2.37, -7.30, -1.64)
Cl (0.03, -9.01, -1.85)
H (0.27, -6.79, -2.56)
C (1.80, 6.72, -2.46)
Cl (1.14, 7.64, -1.11)
Cl (3.57, 6.74, -2.42)
Cl (1.21, 5.05, -2.48)
H (1.47, 7.20, -3.38)
C (-4.44, -5.87, 1.57)
Cl (-6.16, -6.26, 1.43)
Cl (-3.47, -7.34, 1.69)
Cl (-3.91, -4.89, 0.20)
H (-4.30, -5.29, 2.48)
C (3.34, 3.06, 4.61)
Cl (2.09, 4.28, 4.91)
Cl (4.92, 3.65, 5.14)
Cl (2.95, 1.56, 5.45)
H (3.38, 2.87, 3.54)
C (2.53, -3.71, 6.48)
Cl (3.09, -2.08, 6.84)
Cl (3.23, -4.88, 7.61)
Cl (0.76, -3.79, 6.52)
H (2.85, -3.97, 5.47)
C (-1.35, 7.77, -5.50)
Cl (-0.57, 6.57, -4.46)
Cl (-0.21, 8.37, -6.71)
Cl (-2.78, 7.09, -6.28)
H (-1.66, 8.60, -4.88)
C (6.73, 3.78, -2.12)
Cl (7.27, 5.38, -1.61)
Cl (7.42, 2.53, -1.08)
Cl (4.97, 3.69, -2.12)
H (7.08, 3.60, -3.13)
C (2.20, -5.38, 11.76)
Cl (2.38, -3.79, 11.02)
Cl (3.16, -6.59, 10.88)
Cl (2.67, -5.34, 13.46)
H (1.16, -5.67, 11.70)
C (5.48, -4.38, -2.48)
Cl (3.85, -3.77, -2.22)
Cl (6.68, -3.13, -2.10)
Cl (5.77, -5.83, -1.50)
H (5.58, -4.65, -3.52)
C (4.91, 6.87, 1.15)
Cl (5.48, 8.49, 1.58)
Cl (5.59, 5.67, 2.25)
Cl (3.15, 6.81, 1.15)
H (5.25, 6.65, 0.14)
C (-5.12, -10.75, 2.41)
Cl (-3.81, -11.87, 2.81)
Cl (-6.18, -11.45, 1.18)
Cl (-6.05, -10.35, 3.86)
H (-4.69, -9.84, 2.02)
C (-1.64, 10.96, -1.35)
Cl (-0.19, 11.72, -0.69)
Cl (-1.65, 11.09, -3.12)
Cl (-1.74, 9.27, -0.85)
H (-2.50, 11.48, -0.97)
C (-7.16, -1.38, -6.11)
Cl (-7.36, -1.84, -7.81)
Cl (-5.49, -0.93, -5.79)
Cl (-8.26, -0.06, -5.69)
H (-7.41, -2.24, -5.49)

[2]
Molecular formula: C29H30Cl69F9N
Method: DFT, the ωB97M-V functional and the def2-TZVPD basis

Results
* net charge: +1

CARTESIAN COORDINATES (ANGSTROEM)
N (0.65, 2.73, 1.16)
C (-0.12, 2.67, -0.15)
C (-1.13, 3.78, -0.28)
C (-2.27, 3.64, 0.74)
F (-2.21, 2.40, 1.30)
F (-2.02, 4.54, 1.73)
C (-3.71, 3.87, 0.21)
F (-3.66, 4.45, -1.01)
F (-4.36, 4.72, 1.04)
C (-4.60, 2.59, 0.16)
F (-5.72, 2.94, -0.52)
F (-4.96, 2.21, 1.40)
C (-3.98, 1.33, -0.54)
F (-2.87, 1.65, -1.26)
F (-3.62, 0.44, 0.42)
F (-4.87, 0.71, -1.36)
H (1.58, 3.09, 1.00)
H (0.20, 3.34, 1.85)
H (0.75, 1.81, 1.58)
H (0.60, 2.79, -0.95)
H (-0.58, 1.71, -0.27)
H (-0.69, 4.75, -0.12)
H (-1.47, 3.75, -1.30)
C (-2.56, -0.51, -3.81)
Cl (-4.15, -1.26, -3.80)
Cl (-1.30, -1.66, -4.27)
Cl (-2.55, 0.90, -4.87)
H (-2.35, -0.18, -2.81)
C (-5.61, -4.86, -3.21)
Cl (-5.29, -6.04, -4.49)
Cl (-6.70, -3.59, -3.77)
Cl (-6.27, -5.64, -1.78)
H (-4.67, -4.40, -2.94)
C (-0.02, 2.67, 5.06)
Cl (0.49, 4.13, 4.17)
Cl (0.65, 1.22, 4.33)
Cl (0.45, 2.79, 6.75)
H (-1.10, 2.62, 5.01)
C (-1.95, -1.41, 2.22)
Cl (-2.53, -0.81, 3.79)
Cl (-0.90, -0.17, 1.50)
Cl (-1.08, -2.93, 2.35)
H (-2.81, -1.54, 1.57)
C (-3.85, -8.03, 0.64)
Cl (-3.15, -7.12, -0.70)
Cl (-3.01, -9.55, 0.87)
Cl (-3.83, -7.06, 2.12)
H (-4.88, -8.24, 0.39)
C (-0.21, -3.01, -1.74)
Cl (-1.70, -2.22, -1.20)
Cl (-0.46, -3.81, -3.29)
Cl (1.10, -1.83, -1.85)
H (0.06, -3.76, -1.01)
C (-4.23, -5.06, 5.20)
Cl (-5.39, -5.01, 6.52)
Cl (-4.88, -5.92, 3.80)
Cl (-3.73, -3.42, 4.73)
H (-3.35, -5.59, 5.54)
C (-9.56, -1.39, -2.03)
Cl (-8.17, -1.50, -0.95)
Cl (-10.78, -0.30, -1.37)
Cl (-9.07, -0.86, -3.65)
H (-10.00, -2.37, -2.12)
C (4.61, 5.21, 5.51)
Cl (5.93, 4.87, 6.61)
Cl (5.05, 4.83, 3.84)
Cl (3.15, 4.32, 5.98)
H (4.38, 6.26, 5.57)
C (2.87, -5.80, 0.31)
Cl (4.22, -5.08, -0.56)
Cl (2.15, -4.60, 1.41)
Cl (1.64, -6.45, -0.76)
H (3.25, -6.61, 0.92)
C (-6.33, -11.93, 0.57)
Cl (-5.21, -12.56, -0.63)
Cl (-5.68, -12.11, 2.20)
Cl (-6.72, -10.24, 0.24)
H (-7.25, -12.50, 0.51)
C (0.71, 2.60, -4.95)
Cl (1.40, 3.70, -6.13)
Cl (1.63, 1.11, -4.84)
Cl (0.59, 3.40, -3.36)
H (-0.30, 2.35, -5.26)
C (2.00, 3.07, -9.91)
Cl (0.45, 2.23, -9.91)
Cl (3.31, 1.97, -10.31)
Cl (1.98, 4.44, -11.01)
H (2.18, 3.45, -8.91)
C (-0.69, -2.47, 6.49)
Cl (-1.97, -2.92, 7.61)
Cl (-0.18, -0.79, 6.75)
Cl (0.69, -3.55, 6.62)
H (-1.09, -2.55, 5.49)
C (4.70, -4.84, 7.60)
Cl (3.08, -5.54, 7.72)
Cl (5.66, -5.69, 6.38)
Cl (4.57, -3.12, 7.25)
H (5.18, -4.96, 8.56)
C (-0.82, 4.84, -14.57)
Cl (-1.67, 6.34, -14.18)
Cl (-0.45, 3.93, -13.11)
Cl (-1.75, 3.87, -15.72)
H (0.12, 5.11, -15.05)
C (3.23, -4.77, -4.65)
Cl (3.83, -6.34, -4.13)
Cl (3.28, -3.56, -3.36)
Cl (4.15, -4.21, -6.05)
H (2.20, -4.88, -4.95)
C (5.79, 8.44, 9.03)
Cl (5.10, 8.16, 7.43)
Cl (4.76, 9.50, 9.98)
Cl (6.05, 6.91, 9.87)
H (6.75, 8.92, 8.90)
C (3.19, 7.76, -8.69)
Cl (4.12, 7.77, -10.19)
Cl (2.95, 6.10, -8.13)
Cl (3.98, 8.74, -7.46)
H (2.22, 8.19, -8.90)
C (9.29, -2.59, 8.11)
Cl (8.85, -0.99, 7.50)
Cl (9.47, -2.55, 9.86)
Cl (8.10, -3.79, 7.62)
H (10.24, -2.86, 7.68)
C (5.17, 9.00, -13.66)
Cl (3.59, 9.75, -13.87)
Cl (5.39, 7.67, -14.80)
Cl (6.46, 10.19, -13.82)
H (5.22, 8.59, -12.66)
C (11.44, 0.71, 12.03)
Cl (10.67, 0.44, 10.47)
Cl (10.50, 1.84, 13.01)
Cl (11.66, -0.82, 12.88)
H (12.41, 1.14, 11.86)
C (-7.51, -1.07, 3.60)
Cl (-8.19, -0.34, 5.05)
Cl (-6.29, 0.00, 2.89)
Cl (-6.83, -2.66, 3.96)
H (-8.30, -1.20, 2.88)

Number 1: Kohn-Sham gap 8.56 eV, LUMO -0.683 eV. Number 2: Kohn-Sham gap 8.84 eV, LUMO -2.897 eV.